Entry 1:
93
Properties=species:S:1:pos:R:3 method="wB97M-V/def2-TZVPD" lumo_ev="-3.658 / -4.022" homo_lumo_gap_ev="5.82 / 6.38" multiplicity=2 charge=+1 e_tot_ha=-1661.021475
Y -19.4491 -20.9181 4.2815
C -16.7384 -18.9704 1.9412
C -16.1363 -19.8903 3.0716
O -17.1796 -20.4298 3.8200
H -17.7429 -18.6148 2.1706
H -17.0715 -19.5155 1.0581
H -16.0553 -18.1615 1.6819
H -15.4710 -19.2030 3.5942
H -15.5869 -20.6100 2.4646
O -20.2650 -19.8857 2.3401
H -20.9325 -19.2981 1.9859
H -20.0457 -20.4666 1.6116
O -19.3683 -18.3640 4.4502
H -19.9854 -17.9007 5.0166
H -18.6592 -17.7377 4.3048
O -18.5526 -22.5231 2.4268
H -17.6046 -22.6500 2.4656
H -18.9034 -23.3925 2.2334
O -14.9449 -18.3299 6.6903
H -15.8848 -18.1891 6.8036
H -14.8037 -18.2591 5.7462
C -15.7781 -15.9589 3.5574
C -16.0861 -14.9412 2.3544
C -16.8724 -15.6806 1.1658
C -17.6036 -14.7964 0.3036
C -18.7311 -14.1050 1.1061
C -18.1233 -13.2478 2.2565
N -17.0744 -14.0190 2.9437
O -16.5306 -13.3247 3.9648
C -17.7302 -11.8899 1.6704
C -19.2888 -13.0338 3.1822
C -14.7750 -14.2162 1.8270
H -15.3032 -15.5400 4.4445
H -15.1823 -16.8135 3.2364
H -16.7035 -16.4412 3.8721
H -16.1903 -16.1004 0.4265
H -17.6906 -16.3061 1.5228
H -18.0866 -15.3964 -0.4677
H -16.9555 -14.0464 -0.1498
H -19.4733 -14.8225 1.4561
H -19.1702 -13.5551 0.2737
H -17.1384 -11.9876 0.7603
H -18.5770 -11.2244 1.5029
H -17.0485 -11.4211 2.3801
H -19.5829 -13.9264 3.7345
H -18.9447 -12.2187 3.8189
H -20.0755 -12.5681 2.5887
H -13.9674 -13.8910 2.4828
H -15.1844 -13.3348 1.3333
H -14.3377 -14.8274 1.0376
H -15.9423 -12.7063 3.5252
C -14.3258 -21.8934 -0.0801
C -15.0910 -23.2050 -0.4531
C -16.4768 -22.6661 -1.1550
C -17.0756 -23.4711 -2.2790
C -15.9444 -24.2175 -3.0685
C -14.9019 -25.0404 -2.2763
N -14.2111 -24.0321 -1.3585
O -13.0082 -24.4367 -0.6675
C -15.5024 -26.3018 -1.5148
C -13.8827 -25.5550 -3.2978
C -15.5110 -24.0333 0.7827
H -13.3696 -22.1416 0.3804
H -14.0357 -21.4299 -1.0230
H -14.7942 -21.1752 0.5930
H -17.2522 -22.4522 -0.4194
H -16.2394 -21.7305 -1.6615
H -17.7941 -24.1805 -1.8685
H -17.7071 -22.8269 -2.8908
H -15.4500 -23.3403 -3.4859
H -16.4463 -24.6963 -3.9092
H -16.1947 -26.0017 -0.7282
H -14.6671 -26.8561 -1.0869
H -15.9090 -27.0845 -2.1552
H -12.9625 -25.8064 -2.7703
H -13.4550 -24.7679 -3.9189
H -14.1921 -26.4440 -3.8475
H -14.8323 -24.8642 0.9757
H -15.5290 -23.5071 1.7372
H -16.5141 -24.4236 0.9545
H -13.4061 -24.9577 0.0338
C -10.7158 -17.7547 0.1896
C -11.7453 -18.1409 1.2930
C -12.5298 -19.3284 0.8985
O -10.9194 -18.5369 2.4682
H -9.9934 -16.9995 0.4993
H -11.0515 -17.3911 -0.7816
H -10.0225 -18.5825 0.0414
H -12.4275 -17.3125 1.4843
H -12.9641 -19.8286 1.7642
H -11.8287 -20.0709 0.5174
H -13.3102 -19.0570 0.1876
H -11.3893 -19.0432 3.1349

=====

Entry 2:
93
Properties=species:S:1:pos:R:3 method="wB97M-V/def2-TZVPD" lumo_ev="4.259 / 4.259" homo_lumo_gap_ev="4.68 / 4.64" multiplicity=6 charge=-2 e_tot_ha=-3951.118604
Fe -0.0930 -0.1959 0.7272
O -0.2582 -1.1887 -0.8497
C -1.0595 -1.0764 -2.0218
C -2.5679 -0.7576 -1.7055
C -2.9729 0.5533 -1.1195
C -3.8199 1.4255 -1.8599
C -4.0995 2.6725 -1.3312
C -3.5729 3.0079 -0.0746
C -2.7432 2.0906 0.5639
C -1.8611 2.4491 1.7470
C -0.3517 2.6771 1.3122
O 0.1927 1.6394 0.5219
C 0.5747 2.8749 2.5680
C 0.3573 2.1740 3.7390
C 1.3161 2.2196 4.7842
C 2.4772 2.9889 4.6727
C 2.6932 3.6843 3.4684
C 1.6987 3.6773 2.4874
C -0.3414 3.9563 0.5328
C -0.6566 5.1814 1.1371
C -0.9058 6.3254 0.3854
C -0.7166 6.2848 -1.0022
C -0.2272 5.1163 -1.5860
C -0.0559 3.9467 -0.8415
N -2.6875 0.7857 0.1743
C -0.4599 -0.0351 -2.9774
C -0.8726 0.0452 -4.3143
C -0.1821 0.8264 -5.2235
C 0.8091 1.7209 -4.7866
C 1.1572 1.7058 -3.4577
C 0.5669 0.8048 -2.5653
C -1.0782 -2.5224 -2.6144
C -2.2500 -3.2477 -2.8723
C -2.1841 -4.4835 -3.5547
C -0.9692 -4.9565 -4.0792
C 0.1825 -4.2486 -3.7761
C 0.1099 -2.9908 -3.2048
H -2.8305 -1.5067 -0.9609
H -3.1877 -0.8798 -2.5984
H -4.2180 1.0630 -2.7999
H -4.6775 3.4104 -1.8835
H -3.6968 4.0337 0.2837
H -2.0273 1.6648 2.4875
H -2.2070 3.4175 2.1665
H -0.5636 1.6151 3.9150
H 1.0902 1.6300 5.6713
H 3.1939 2.9953 5.4727
H 3.6246 4.2118 3.2967
H 1.8876 4.3011 1.6144
H -0.6751 5.2205 2.2456
H -1.1581 7.2727 0.8515
H -0.9880 7.1214 -1.6494
H 0.0159 5.0540 -2.6486
H 0.2748 2.9972 -1.2650
H -1.6803 -0.6124 -4.6811
H -0.4224 0.7287 -6.2882
H 1.2856 2.4069 -5.4890
H 1.9160 2.4107 -3.0705
H 0.9407 0.7138 -1.5474
H -3.2290 -2.8447 -2.6287
H -3.0843 -5.0770 -3.6983
H -0.9050 -5.8786 -4.6581
H 1.1428 -4.6132 -4.1449
H 0.9856 -2.3237 -3.2360
N -1.8424 -0.9340 3.1473
C -1.0367 -0.7288 2.3213
H -2.4958 -1.4269 3.7594
N 1.4411 -0.6950 1.4703
C 2.6882 -0.9791 1.6625
C 3.5897 -1.4665 0.6603
C 4.9188 -1.7300 0.9133
C 5.4215 -1.5276 2.1965
C 4.5796 -1.0238 3.2156
C 3.2500 -0.8083 2.9738
H 3.1765 -1.7144 -0.3142
H 5.5569 -2.1073 0.1055
H 6.4683 -1.7420 2.4079
H 5.0188 -0.8341 4.2090
H 2.5533 -0.5078 3.7519
C 1.0212 -4.4532 0.3052
C -0.0743 -4.2311 1.4483
O -0.5336 -3.0169 1.6495
C 0.6579 -4.7440 2.8020
F 1.3688 -5.9185 2.7020
F 1.5318 -3.7360 3.2111
F -0.2654 -4.9382 3.8075
C -1.4054 -5.0225 1.0405
F -2.4164 -4.8751 1.9544
F -1.8487 -4.4923 -0.1686
F -1.1897 -6.3894 0.8522
H 2.0068 -4.0651 0.6018
H 0.7581 -4.0198 -0.6497
H 1.1451 -5.5356 0.2034